Record 1
The following is a DFT calculation (ωB97M-V/def2-TZVPD) of the molecule C5H8O2.

Cartesian coordinates (Å):
O1 2.0243 0.4095 -0.9032
C1 1.4204 0.6948 0.2592
C2 0.0319 1.2942 0.0213
C3 -0.8511 0.0742 0.2217
O2 -2.1724 0.2447 0.6420
C4 -0.4818 -1.1576 -0.5735
C5 0.0396 -0.9650 0.8140
H1 2.8843 0.0017 -0.7213
H2 1.3211 -0.1965 1.0658
H3 -0.1879 2.0619 0.7749
H4 -0.0369 1.7428 -0.9766
H5 -2.7184 0.4004 -0.1397
H6 -1.2946 -1.8734 -0.7099
H7 0.2066 -1.0971 -1.4225
H8 -0.1851 -1.6346 1.6477

Computed properties:
E_HOMO (eV): -7.6
2S+1: 1
Gap between HOMO and LUMO (eV): 8.260
Energy relative to the best compared isomer or geometry (same formula, charge and spin) (kJ/mol): 512.8

Mulliken atomic charge list, values in e, 8 entries:
1 O -0.401
2 C -0.328
3 C -0.573
4 C 0.579
5 O -0.546
6 C -0.832
7 C -0.472
8 H 0.350



Record 2
The following is a DFT calculation (ωB97M-V/def2-TZVPD) of a cluster of 2 separate species, C3H12N3 in total.

Cartesian coordinates (Å):
C1 1.5771 1.0582 -0.5931
C2 -1.2487 0.8574 0.3886
C3 0.7706 -0.0957 0.0169
N1 -2.0100 -0.4311 0.2784
N2 1.3521 -0.6236 1.2105
N3 0.2923 -1.0781 -0.8875
H1 2.3895 0.5713 -1.1911
H2 1.6576 1.8771 -0.0085
H3 1.0363 1.5096 -1.4302
H4 -1.4185 1.3489 1.3655
H5 -1.3961 1.4411 -0.4787
H6 -2.2921 -0.8127 1.1816
H7 -3.0310 -0.4287 -0.2331
H8 0.7799 -1.3915 1.5864
H9 1.7499 -0.0848 1.9697
H10 -1.3081 -1.0481 -0.3674
H11 0.8417 -1.9594 -1.0515
H12 0.2576 -0.7099 -1.7566

Computed properties:
E_HOMO (eV): -12.5
2S+1: 1
Gap between HOMO and LUMO (eV): 9.353
Energy relative to the best compared isomer or geometry (same formula, charge and spin) (kJ/mol): 341.3
Net charge: +1

Mulliken atomic charge list, values in e, 8 entries:
1 C -1.490
2 C -0.812
3 C 0.734
4 N -0.349
5 N -0.478
6 N -0.620
7 H 0.345
8 H 0.511



Record 3
The following is a DFT calculation (ωB97M-V/def2-TZVPD) of a structure of composition C10H16N2Si.

Cartesian coordinates (Å):
C1 -2.6451 2.4311 0.2050
C2 -2.6581 1.3128 -0.5525
C3 -1.8899 2.3921 1.3391
C4 -1.9618 0.0897 -0.1786
C5 -1.3449 0.2591 1.0232
C6 -1.7334 -1.0880 -1.1029
C7 -0.4364 -0.7316 -2.0460
C8 2.3423 0.9214 0.0272
C9 3.0939 -1.8248 0.3882
C10 0.6039 -1.1789 1.4617
N1 -1.1448 1.3403 1.7178
N2 0.8829 -0.9564 -1.7293
Si1 1.5013 -0.7549 -0.2240
H1 -3.1689 3.3595 -0.0472
H2 -2.9591 1.4483 -1.6203
H3 -1.6555 3.2444 1.9758
H4 -1.5133 -2.1630 -0.7886
H5 -2.5668 -1.3164 -1.8521
H6 -0.6806 -1.3027 -2.9221
H7 -0.6145 0.2866 -2.2109
H8 1.4379 1.5729 -0.0619
H9 2.8673 0.9178 0.9492
H10 2.9874 1.2402 -0.6814
H11 3.9712 -1.2660 -0.0147
H12 3.2225 -1.8146 1.4976
H13 3.1457 -2.8070 0.0414
H14 -0.5918 -0.7150 1.3127
H15 0.4663 -2.2445 1.7439
H16 1.0422 -0.6524 2.3493

Computed properties:
E_HOMO (eV): -6.7
2S+1: 1
Gap between HOMO and LUMO (eV): 4.931
Energy relative to the best compared isomer or geometry (same formula, charge and spin) (kJ/mol): 491.4

Mulliken atomic charge list, values in e, 8 entries:
1 C -0.446
2 C -0.324
3 C -0.414
4 C 0.475
5 C 0.377
6 C -0.853
7 C -0.715
8 C -1.129



Record 4
The following is a DFT calculation (ωB97M-V/def2-TZVPD) of a cluster of 2 separate species, C6H15ClN3 in total.

Cartesian coordinates (Å):
C1 1.6891 0.8055 -0.3594
C2 2.1943 -0.6150 -0.2482
C3 0.3003 0.9363 -1.1178
C4 1.6418 -1.4885 0.8334
C5 -0.9183 0.6344 -0.2764
C6 -1.0047 -0.8595 -0.0196
N1 -2.1181 -1.4793 -0.2951
N2 0.0656 -1.6253 0.3462
N3 -0.8449 1.2417 1.0486
Cl1 -5.0658 0.5453 0.3582
H1 1.4877 1.0474 0.6310
H2 2.3439 1.4133 -0.9368
H3 1.8858 -1.1491 -1.1559
H4 3.2673 -0.7175 -0.2540
H5 0.1729 1.9451 -1.3897
H6 0.4201 0.5205 -2.1357
H7 1.7748 -2.5158 0.9990
H8 1.5217 -1.1789 1.9460
H9 -1.8588 0.9547 -0.7110
H10 -2.9068 -0.9605 -0.7771
H11 -2.2576 -2.5048 -0.2690
H12 -0.3606 -2.5353 0.6083
H13 -1.0386 2.2333 1.0110
H14 -0.0254 1.1484 1.5251
H15 -4.4545 1.4928 -0.1423

Computed properties:
E_HOMO (eV): -13.6
2S+1: 1
Gap between HOMO and LUMO (eV): 10.763
Energy relative to the best compared isomer or geometry (same formula, charge and spin) (kJ/mol): 0.0
Net charge: +1

Mulliken atomic charge list, values in e, 8 entries:
1 C -0.697
2 C -0.571
3 C -1.021
4 C -0.554
5 C 0.416
6 C 0.220
7 N -0.324
8 N -0.348



Record 5
The following is a DFT calculation (ωB97M-V/def2-TZVPD) of a structure of composition C29H33BrClN12O4PrS3.

Cartesian coordinates (Å):
Pr1 0.2676 0.2803 1.0989
C1 5.3755 1.3944 -1.7347
C2 4.9711 1.6154 -0.3283
N1 5.8138 1.8853 0.6729
N2 4.9971 1.9898 1.7732
C3 3.6878 1.7694 1.4798
S1 2.4268 1.7267 2.5671
N3 3.6856 1.5552 0.1359
N4 2.5125 1.3321 -0.6466
H1 6.4496 1.5226 -1.8125
H2 4.8818 2.1180 -2.3864
H3 5.1210 0.3871 -2.0693
H4 5.3798 2.1898 2.6929
H5 2.6395 0.4438 -1.1604
H6 2.4420 2.0922 -1.3324
C4 -3.6820 -2.4761 4.3925
C5 -3.5543 -1.0258 4.1060
N5 -4.1707 -0.0533 4.7923
N6 -3.7185 1.1004 4.2063
C6 -2.8338 0.8782 3.1894
S2 -2.0206 1.9650 2.2434
N7 -2.7631 -0.4849 3.1387
N8 -1.8965 -1.1688 2.2241
H7 -4.4476 -2.5863 5.1571
H8 -2.7431 -2.9056 4.7476
H9 -4.0028 -3.0062 3.4950
H10 -4.0533 2.0056 4.5380
H11 -2.4711 -1.3595 1.3900
H12 -1.5855 -2.0687 2.6146
C7 -4.4304 0.5829 -2.2274
N9 -3.4199 1.6436 -2.2835
C8 -3.5974 2.8989 -2.9231
C9 -2.4915 3.6035 -2.7032
N10 -1.5915 2.8271 -1.9205
C10 -2.1639 1.5817 -1.6689
S3 -1.5909 0.2185 -0.9950
C11 -0.4175 3.3697 -1.3804
C12 0.2075 4.3944 -2.1455
C13 1.1660 5.1776 -1.5288
C14 1.4821 4.9210 -0.1713
C15 0.8587 3.8541 0.4443
N11 -0.0194 3.0216 -0.1603
H13 -5.1505 0.7172 -3.0259
H14 -4.9550 0.5789 -1.2751
H15 -3.9625 -0.3972 -2.3364
H16 -4.5137 3.1283 -3.4543
H17 -2.2111 4.6061 -2.9978
H18 -0.1128 4.5102 -3.1757
H19 1.6569 5.9646 -2.0835
H20 2.1823 5.5184 0.3981
H21 1.0954 3.5979 1.4781
O1 3.9792 -3.2199 5.8170
C16 3.2678 -2.6247 4.7788
C17 3.5532 -2.8313 3.4220
C18 2.7895 -2.1722 2.4966
N12 1.7482 -1.3416 2.8332
C19 1.5278 -1.1563 4.1102
Br1 0.1269 0.0346 4.5540
C20 2.2332 -1.7708 5.1573
H22 4.6399 -3.8525 5.4582
H23 4.3634 -3.4612 3.0636
H24 2.9966 -2.2757 1.4399
H25 1.9892 -1.5605 6.1906
C21 0.1853 -2.0916 -5.2823
C22 -0.9801 -2.2454 -4.3580
C23 -2.3059 -2.1435 -4.8043
C24 -3.3899 -2.3141 -3.9215
Cl1 -4.9785 -2.1435 -4.4810
C25 -3.1329 -2.6223 -2.5756
C26 -1.8271 -2.7429 -2.0922
C27 -0.7627 -2.5626 -2.9932
O2 0.5592 -2.6240 -2.6361
C28 0.9004 -3.1523 -1.3288
C29 0.7650 -2.0791 -0.2868
O3 1.6301 -1.1077 -0.3143
O4 -0.1849 -2.0954 0.5792
H26 -0.1639 -1.7166 -6.2382
H27 0.7003 -3.0393 -5.4579
H28 0.9268 -1.3986 -4.8862
H29 -2.5308 -1.8975 -5.8357
H30 -3.9895 -2.7627 -1.9314
H31 -1.6110 -2.9631 -1.0631
H32 1.9472 -3.4761 -1.4139
H33 0.2982 -4.0246 -1.0494

Computed properties:
E_HOMO (spin up / spin down) (eV): -12.3 / -12.3
2S+1: 3
Gap between HOMO and LUMO (spin up / spin down) (eV): 7.339 / 7.532
Net charge: +2

Mulliken atomic charge list, values in e, 8 entries:
1 Pr 0.418
2 C -1.296
3 C 0.970
4 N -0.794
5 N 0.224
6 C 0.389
7 S -0.532
8 N 0.556



Record 6
The following is a DFT calculation (ωB97M-V/def2-TZVPD) of a structure of composition C54H50Cl2FN6O2S2Sn.

Cartesian coordinates (Å):
Sn1 -0.0219 1.2712 -0.0917
N1 -3.6418 3.6407 -1.3058
C1 -2.4525 3.0677 -1.6379
S1 -1.0440 3.6986 -0.8714
N2 -2.4910 2.1619 -2.5869
N3 -1.3161 1.5997 -2.8819
C2 -1.2122 1.0285 -4.0324
C3 -2.3365 0.9582 -5.0017
C4 -3.5582 0.3866 -4.6536
C5 -4.6184 0.4007 -5.5458
C6 -4.4818 0.9962 -6.7912
C7 -3.2644 1.5537 -7.1535
C8 -2.2006 1.5294 -6.2665
C9 0.1224 0.5895 -4.4580
C10 0.2887 -0.2677 -5.5541
C11 1.5624 -0.5446 -6.0133
C12 2.6449 0.0436 -5.3807
C13 2.3921 0.8439 -4.2752
N4 1.1801 1.1046 -3.8143
H1 -3.5827 4.5016 -0.7921
H2 -4.4069 3.5089 -1.9470
H3 -3.6730 -0.0679 -3.6791
H4 -5.5649 -0.0467 -5.2691
H5 -5.3181 1.0286 -7.4780
H6 -3.1484 2.0253 -8.1214
H7 -1.2548 1.9778 -6.5449
H8 -0.5836 -0.6905 -6.0328
H9 1.7153 -1.2023 -6.8598
H10 3.6574 -0.1163 -5.7238
H11 3.2116 1.3161 -3.7425
Cl1 1.6015 5.3215 2.6417
C14 1.9951 3.7734 3.3157
C15 2.7081 3.7403 4.5109
C16 3.0522 2.5382 5.0707
Cl2 3.9607 2.5287 6.5627
C17 2.7007 1.3250 4.4515
C18 3.0184 0.0507 4.9665
C19 2.6691 -1.0688 4.2635
C20 1.9970 -0.9106 3.0388
N5 1.6666 0.2532 2.5456
C21 1.9888 1.3710 3.2184
C22 1.5965 2.6251 2.6104
O1 0.9728 2.6874 1.5011
H12 3.0000 4.6685 4.9815
H13 3.5348 -0.0171 5.9143
H14 2.8948 -2.0580 4.6415
H15 1.6928 -1.7754 2.4578
C23 -2.2377 -2.1378 4.5517
C24 -1.0902 -1.5197 3.7342
C25 -1.0364 -2.2125 2.3690
C26 -1.2208 0.0036 3.8055
C27 -0.8755 0.5204 5.0541
C28 -1.0521 1.8488 5.3796
C29 -1.6470 2.6862 4.4532
C30 -1.9761 2.2315 3.1849
C31 -2.6881 3.1707 2.2354
C32 -2.1320 4.5921 2.2786
C33 -4.1942 3.1840 2.5236
C34 -1.6998 0.8906 2.8154
N6 -1.8111 0.4896 1.4674
C35 -2.8590 -0.2560 1.0733
C36 -4.0199 -0.4718 1.8590
C37 -5.0669 -1.2589 1.4226
C38 -5.0362 -1.8768 0.1794
C39 -3.9076 -1.7022 -0.6165
C40 -2.8716 -0.9238 -0.1687
F1 -1.7498 -0.8482 -0.9524
H16 -2.1316 -3.2248 4.5896
H17 -3.1949 -1.9010 4.0870
H18 -2.2453 -1.7531 5.5714
H19 -0.1568 -1.7616 4.2529
H20 -2.0398 -2.3711 1.9783
H21 -0.5647 -3.1938 2.4836
H22 -0.4741 -1.6263 1.6445
H23 -0.4485 -0.1495 5.7944
H24 -0.7496 2.2202 6.3510
H25 -1.8434 3.7164 4.7216
H26 -2.5532 2.7834 1.2259
H27 -2.4083 5.1101 3.2002
H28 -2.5147 5.1684 1.4364
H29 -1.0482 4.5696 2.1912
H30 -4.3940 3.5421 3.5366
H31 -4.6160 2.1851 2.4195
H32 -4.7038 3.8409 1.8153
H33 -4.0549 -0.0013 2.8330
H34 -5.9240 -1.4062 2.0699
H35 -5.8574 -2.4914 -0.1627
H36 -3.8257 -2.1853 -1.5821
O2 1.4451 -1.0292 -0.0116
S2 2.3186 -2.0062 -0.6837
C41 1.6970 -3.6896 -0.1539
C42 1.9489 -4.5737 -1.3302
C43 1.1340 -4.4557 -2.4560
C44 1.4166 -5.1690 -3.6070
C45 2.5301 -5.9969 -3.6578
C46 3.3368 -6.1352 -2.5392
C47 3.0460 -5.4267 -1.3815
C48 3.8896 -2.0162 0.3173
C49 4.7744 -0.9844 -0.2985
C50 5.6479 -1.3304 -1.3265
C51 6.3913 -0.3575 -1.9753
C52 6.2717 0.9726 -1.5964
C53 5.4095 1.3254 -0.5684
C54 4.6609 0.3525 0.0767
H37 0.6367 -3.5236 0.0316
H38 2.1975 -4.0157 0.7553
H39 0.2774 -3.7933 -2.4206
H40 0.7696 -5.0699 -4.4689
H41 2.7649 -6.5348 -4.5669
H42 4.2053 -6.7807 -2.5730
H43 3.6803 -5.5340 -0.5091
H44 4.3046 -3.0213 0.2465
H45 3.5970 -1.7607 1.3341
H46 5.7406 -2.3693 -1.6229
H47 7.0543 -0.6357 -2.7848
H48 6.8430 1.7340 -2.1110
H49 5.3075 2.3619 -0.2755
H50 3.9709 0.6325 0.8646

Computed properties:
E_HOMO (eV): -4.3
2S+1: 1
Gap between HOMO and LUMO (eV): 6.288
Energy relative to the best compared isomer or geometry (same formula, charge and spin) (kJ/mol): 107.9
Net charge: -1

Mulliken atomic charge list, values in e, 8 entries:
1 Sn 1.339
2 N -0.353
3 C 0.099
4 S -0.475
5 N -0.823
6 N 0.667
7 C -0.180
8 C -0.071



Number 1: strongest force on any atom 0.493 eV/A. Number 2: strongest force on any atom 5.203 eV/A. Number 3: strongest force on any atom 4.224 eV/A. Number 4: strongest force on any atom 5.742 eV/A. Number 5: strongest force on any atom 4.260 eV/A. Number 6: strongest force on any atom 1.220 eV/A.